{
  "formula": "C5H13O3Si",
  "method": "ωB97M-V with the def2-TZVPD basis set",
  "species": ["C", "C", "C", "C", "C", "O", "O", "O", "Si", "H", "H", "H", "H", "H", "H", "H", "H", "H", "H", "H", "H", "H"],
  "coordinates": [[2.5584, -0.1331, 0.4276], [1.5262, -1.0088, 1.1187], [-1.2303, 0.7029, -2.9306], [-0.7295, -1.6031, 0.7382], [-1.3613, 1.8246, 1.3465], [1.9555, 0.6785, -0.5070], [-0.4024, 0.2111, -1.8817], [0.4049, -1.0045, 0.2003], [0.3678, 0.5840, -0.6015], [3.1598, 0.3782, 1.2414], [3.1347, -0.9304, -0.2045], [1.7127, -2.0896, 1.4290], [1.1701, -0.5475, 2.1101], [-1.3914, -0.0530, -3.6700], [-0.8248, 1.6321, -3.3706], [-2.2251, 0.8598, -2.5352], [-1.4078, -1.7847, -0.1179], [-0.5171, -2.4777, 1.2365], [-1.2060, -0.9479, 1.4453], [-1.0762, 1.7854, 2.3666], [-1.4897, 2.8132, 1.0472], [-2.1286, 1.1107, 1.1117]],
  "lowdin_charge": [-0.20, -0.11, -0.05, -0.02, 0.08, -0.11, -0.16, -0.24, 0.59, 0.16, 0.17, 0.17, 0.16, 0.09, 0.11, 0.09, 0.14, 0.09, 0.09, -0.01, -0.03, -0.02],
  "total_charge": 1,
  "homo_ev": [-12.83, -12.83]
}


{
  "formula": "C46H48Cl2CsN4O2Se2Te",
  "method": "ωB97M-V with the def2-TZVPD basis set",
  "species": ["Cs", "Cl", "C", "C", "C", "Cl", "C", "C", "C", "C", "N", "C", "C", "O", "H", "H", "H", "H", "C", "N", "C", "Se", "N", "C", "C", "C", "C", "C", "C", "H", "H", "H", "H", "H", "H", "H", "H", "C", "C", "O", "N", "Te", "C", "C", "C", "C", "C", "C", "C", "C", "C", "C", "C", "C", "C", "C", "C", "C", "C", "C", "H", "H", "H", "H", "H", "H", "H", "H", "H", "H", "H", "H", "H", "H", "H", "H", "H", "H", "H", "H", "H", "H", "H", "H", "H", "C", "C", "C", "C", "C", "C", "Se", "C", "C", "C", "H", "H", "H", "H", "H", "H", "H", "H", "H", "H", "H"],
  "coordinates": [[-0.0670, 1.3493, 0.0564], [-4.1768, 4.7108, -0.2438], [-4.0160, 3.5559, 1.0788], [-4.8334, 3.6891, 2.1873], [-4.7174, 2.7572, 3.2018], [-5.7681, 2.9464, 4.6080], [-3.8153, 1.6756, 3.1506], [-3.6873, 0.6799, 4.1577], [-2.7493, -0.3580, 3.9551], [-1.9763, -0.3737, 2.8222], [-2.0470, 0.5638, 1.8392], [-2.9745, 1.5698, 1.9997], [-3.0650, 2.5257, 0.9303], [-2.3002, 2.4322, -0.1227], [-5.5458, 4.4993, 2.2562], [-4.3059, 0.7194, 5.0423], [-2.6262, -1.1481, 4.6867], [-1.2538, -1.1709, 2.6674], [4.4512, -1.9487, -0.2684], [4.2320, -3.3748, -0.3316], [3.5090, -4.0234, -1.2774], [2.8208, -3.3886, -2.8489], [3.4149, -5.3127, -0.8635], [4.0492, -5.4959, 0.3530], [4.2064, -6.5976, 1.1717], [4.9119, -6.4123, 2.3516], [5.4361, -5.1645, 2.6927], [5.2751, -4.0609, 1.8661], [4.5728, -4.2520, 0.6919], [4.2117, -1.5240, -1.2399], [5.4950, -1.7442, -0.0233], [3.7977, -1.5282, 0.4980], [2.8351, -5.9701, -1.3526], [3.7623, -7.5534, 0.9252], [5.0186, -7.2407, 3.0394], [5.9436, -5.0440, 3.6408], [5.6418, -3.0838, 2.1490], [2.5760, 2.3743, -2.7517], [1.1105, 2.6883, -2.5026], [0.7747, 3.2634, -1.4410], [0.2931, 2.2798, -3.4753], [-1.5893, 2.6310, -2.9346], [-2.1850, 4.1715, -4.2905], [-1.2916, 5.0633, -4.8823], [0.1788, 5.0955, -4.5463], [-1.7835, 5.9747, -5.8128], [-3.1280, 6.0467, -6.1367], [-3.6352, 7.0479, -7.1410], [-4.0078, 5.2062, -5.4682], [-3.5649, 4.2763, -4.5360], [-4.5867, 3.4447, -3.7999], [-2.3154, 1.0364, -4.1401], [-1.9385, 0.8619, -5.4790], [-1.0234, 1.8109, -6.2113], [-2.4308, -0.2412, -6.1639], [-3.2708, -1.1693, -5.5608], [-3.7679, -2.3728, -6.3170], [-3.6206, -0.9745, -4.2363], [-3.1577, 0.1141, -3.5001], [-3.6049, 0.2023, -2.0559], [2.9672, 3.0591, -3.5069], [2.6898, 1.3592, -3.1296], [3.1405, 2.5061, -1.8311], [0.3462, 4.9368, -3.4805], [0.5965, 6.0661, -4.8148], [0.7276, 4.3196, -5.0825], [-1.0879, 6.6594, -6.2888], [-2.8129, 7.4911, -7.7025], [-4.1793, 7.8557, -6.6466], [-4.3190, 6.5787, -7.8503], [-5.0726, 5.2860, -5.6641], [-5.5793, 3.8796, -3.9127], [-4.3740, 3.4062, -2.7266], [-4.6195, 2.4240, -4.1804], [-0.2057, 2.1325, -5.5663], [-1.5676, 2.6943, -6.5499], [-0.6025, 1.3172, -7.0879], [-2.1333, -0.3876, -7.1975], [-3.4634, -2.3331, -7.3628], [-4.8567, -2.4366, -6.2794], [-3.3701, -3.2912, -5.8817], [-4.2653, -1.6942, -3.7419], [-4.6891, 0.0933, -1.9971], [-3.3363, 1.1205, -1.5282], [-3.1724, -0.6199, -1.4806], [2.7047, -8.0854, 5.3515], [2.4217, -6.8955, 4.4678], [2.7619, -5.6068, 4.8541], [2.4922, -4.4979, 4.0573], [2.8709, -3.1344, 4.5562], [1.8580, -4.6548, 2.8035], [1.4940, -3.1360, 1.7099], [1.5148, -5.9648, 2.4065], [0.8483, -6.2439, 1.0854], [1.7943, -7.0453, 3.2395], [3.3476, -7.8048, 6.1877], [3.2030, -8.8855, 4.7978], [1.7844, -8.5048, 5.7682], [3.2535, -5.4540, 5.8125], [3.3436, -3.1977, 5.5399], [1.9893, -2.4927, 4.6139], [3.5471, -2.6413, 3.8555], [0.9104, -5.3738, 0.4336], [-0.2113, -6.4729, 1.2299], [1.3103, -7.1070, 0.5936], [1.5178, -8.0437, 2.9043]],
  "lowdin_charge": [1.31, 0.61, -0.59, -0.20, -0.63, 0.56, -0.22, -0.11, -0.14, -0.22, -0.13, -0.20, -0.47, -0.62, 0.08, 0.04, 0.08, 0.06, -0.05, -0.09, -0.83, 0.50, 0.11, -0.20, -0.03, -0.10, -0.09, -0.02, -0.20, 0.04, 0.09, 0.06, 0.14, 0.11, 0.10, 0.10, 0.11, -0.02, -0.88, -0.38, -0.23, 1.93, -0.30, -0.28, -0.05, -0.02, -0.27, -0.06, -0.02, -0.28, -0.06, -0.30, -0.27, -0.06, -0.02, -0.27, -0.05, -0.02, -0.29, -0.05, 0.07, 0.08, 0.07, 0.07, 0.08, 0.08, 0.11, 0.07, 0.08, 0.07, 0.12, 0.08, 0.03, 0.08, 0.04, 0.08, 0.08, 0.11, 0.07, 0.08, 0.08, 0.13, 0.09, 0.01, 0.10, -0.08, -0.32, -0.05, -0.32, -0.11, -0.59, 0.58, -0.33, -0.11, -0.06, 0.06, 0.06, 0.07, 0.10, 0.06, 0.06, 0.04, 0.00, 0.08, 0.06, 0.11],
  "multiplicity": 2,
  "total_charge": -2,
  "homo_ev": [1.07, -1.30]
}


{
  "formula": "C2HNO2S",
  "method": "ωB97M-V with the def2-TZVPD basis set",
  "species": ["S", "C", "O", "C", "N", "O", "H"],
  "coordinates": [[2.5870, -0.0553, 0.0352], [0.9977, -0.0453, -0.1135], [0.1220, 1.0630, -0.0822], [-1.0804, 0.3742, 0.0168], [-0.9351, -0.8593, 0.0707], [0.4043, -1.1888, -0.1099], [-2.0955, 0.7115, 0.1828]],
  "lowdin_charge": [0.78, -0.94, 0.06, -0.15, 0.11, -0.01, 0.15],
  "smiles": "S=c1ocno1",
  "homo_ev": -9.30
}


{
  "formula": "C19H23NOS2",
  "method": "ωB97M-V with the def2-TZVPD basis set",
  "species": ["C", "C", "C", "C", "C", "C", "C", "S", "C", "C", "N", "C", "O", "C", "C", "S", "C", "C", "C", "C", "C", "C", "C", "H", "H", "H", "H", "H", "H", "H", "H", "H", "H", "H", "H", "H", "H", "H", "H", "H", "H", "H", "H", "H", "H", "H"],
  "coordinates": [[-1.7014, -3.0839, 1.2372], [-2.3603, -1.8758, 0.6457], [-3.3338, -2.0035, -0.3359], [-3.9678, -0.8846, -0.8492], [-3.6359, 0.3748, -0.3894], [-2.6550, 0.5268, 0.5854], [-2.2933, 1.8937, 1.0720], [-1.9232, 3.0578, -0.2983], [-0.7094, 2.1149, -1.2799], [0.7149, 2.2238, -0.7704], [0.8801, 1.5430, 0.4946], [1.9654, 1.7644, 1.2672], [2.8149, 2.5860, 0.9970], [2.0248, 0.9062, 2.5255], [2.7487, -0.4116, 2.2673], [1.7651, -1.5747, 1.2600], [1.9992, -1.0787, -0.4313], [0.9412, -1.3230, -1.3016], [1.0622, -1.0037, -2.6403], [2.2317, -0.4333, -3.1170], [3.2824, -0.1938, -2.2474], [3.1757, -0.5220, -0.9072], [-2.0228, -0.6017, 1.0892], [-0.6472, -2.8997, 1.4338], [-1.7939, -3.9408, 0.5743], [-2.1785, -3.3359, 2.1847], [-3.6003, -2.9861, -0.6975], [-4.7265, -0.9966, -1.6095], [-4.1242, 1.2519, -0.7876], [-1.4425, 1.8805, 1.7527], [-3.1401, 2.3626, 1.5762], [-1.0413, 1.0762, -1.3129], [-0.7714, 2.5392, -2.2809], [0.9953, 3.2696, -0.6162], [1.3952, 1.7988, -1.5220], [0.3120, 0.7228, 0.6483], [1.0212, 0.7089, 2.9061], [2.5865, 1.4639, 3.2775], [2.9052, -0.9467, 3.2046], [3.7124, -0.2458, 1.7912], [0.0312, -1.7630, -0.9215], [0.2373, -1.1949, -3.3103], [2.3243, -0.1763, -4.1613], [4.1981, 0.2481, -2.6103], [4.0121, -0.3369, -0.2514], [-1.2686, -0.5010, 1.8589]],
  "lowdin_charge": [-0.05, -0.29, -0.05, -0.07, -0.07, -0.31, -0.42, 0.88, -0.45, -0.23, 0.06, -0.52, 0.07, -0.16, -0.43, 0.96, -0.53, -0.12, -0.08, -0.09, -0.08, -0.09, -0.02, 0.02, 0.08, 0.09, 0.11, 0.10, 0.10, 0.06, 0.08, 0.07, 0.08, 0.12, 0.11, 0.09, 0.10, 0.12, 0.07, 0.07, 0.09, 0.11, 0.10, 0.11, 0.10, 0.11],
  "smiles": "Cc1cccc(CSCCNC(=O)CCSc2ccccc2)c1",
  "homo_ev": -8.51
}


F_max
In order: 4.44 2.67 3.63 0.73
Unit: eV Å⁻¹
Energy above the lowest of the compared OMol25 structures with the same formula, charge and spin
In order: 131.8 171.8 297.9 0.0
Unit: kJ/mol